Entry 1:
Entry from OMol25: an isolated molecule of CH3N5O2 in a non-equilibrium geometry (ωB97M-V/def2-TZVPD).

## Properties
ΔE to the lowest compared entry with this formula, charge and spin: 2.555 eV
E: -12624.46338 eV
SMILES: O=[N+]([O-])N1CN=NN1
max |F|: 4.530 eV Å⁻¹

Last columns: bonded neighbours and bond lengths (Å).
Cartesian coordinates (Å):
1 O 0.55 -0.95 2.05  N2 1.203
2 N -0.31 -0.33 1.48  O1 1.203, O3 1.207, N4 1.360
3 O -1.48 -0.26 1.78  N2 1.207
4 N 0.10 0.44 0.43  N2 1.360, C5 1.432, N8 1.692
5 C 1.11 -0.01 -0.48  N4 1.432, N6 1.475, H9 1.095, H10 1.093
6 N 0.48 -0.12 -1.80  C5 1.475, N7 1.219
7 N -0.69 0.23 -1.76  N6 1.219, N8 1.267
8 N -1.14 0.71 -0.68  N4 1.692, N7 1.267, H11 1.013
9 H 1.52 -0.98 -0.19  C5 1.095
10 H 1.91 0.73 -0.55  C5 1.093
11 H -2.06 0.55 -0.28  N8 1.013



Entry 2:
Entry from OMol25: a cluster of 3 separate species, C16H28ClF5NO4P in total in a non-equilibrium geometry (ωB97M-V/def2-TZVPD).

## Properties
E: -62124.58506 eV
SMILES: CC[C@@H](Cl)N(C(=O)OP(C)C)C(F)(F)C(F)(F)F.C1CCOC1.C1CCOC1
max |F|: 1.645 eV Å⁻¹

Last columns: bonded neighbours and bond lengths (Å).
Cartesian coordinates (Å):
1 C -2.00 3.17 2.78  C2 1.536, H19 1.087, H20 1.087, H21 1.088
2 C -2.48 3.06 1.32  C1 1.536, C3 1.525, H22 1.091, H23 1.085
3 C -1.40 2.56 0.36  C2 1.525, Cl4 1.793, N5 1.490, H24 1.088
4 Cl 0.06 3.57 0.59  C3 1.793
5 N -1.07 1.12 0.55  C3 1.490, C6 1.455, C12 1.432
6 C 0.35 0.83 0.59  N5 1.455, O7 1.186, O8 1.339
7 O 1.06 0.80 -0.36  C6 1.186
8 O 0.80 0.64 1.84  C6 1.339, P9 1.707
9 P 0.30 -0.80 2.61  O8 1.707, C10 1.820, C11 1.839
10 C 1.67 -1.21 3.74  P9 1.820, H25 1.091, H26 1.090, H27 1.088
11 C -1.07 -0.36 3.75  P9 1.839, H28 1.088, H29 1.084, H30 1.093
12 C -1.77 0.27 -0.37  N5 1.432, F13 1.359, F14 1.356, C15 1.569
13 F -1.21 -0.97 -0.28  C12 1.359
14 F -1.69 0.64 -1.67  C12 1.356
15 C -3.28 0.07 -0.01  C12 1.569, F16 1.335, F17 1.335, F18 1.337
16 F -3.67 -1.15 -0.39  C15 1.335
17 F -4.05 0.97 -0.63  C15 1.335
18 F -3.48 0.14 1.31  C15 1.337
19 H -1.61 4.17 2.94  C1 1.087
20 H -1.21 2.46 2.98  C1 1.087
21 H -2.84 3.01 3.46  C1 1.088
22 H -2.74 4.06 0.97  C2 1.091
23 H -3.37 2.46 1.24  C2 1.085
24 H -1.70 2.77 -0.66  C3 1.088
25 H 1.61 -0.66 4.68  C10 1.091
26 H 2.61 -0.96 3.24  C10 1.090
27 H 1.64 -2.28 3.92  C10 1.088
28 H -1.77 -1.20 3.75  C11 1.088
29 H -1.59 0.54 3.44  C11 1.084
30 H -0.71 -0.25 4.77  C11 1.093
31 C 1.38 -5.84 0.08  C32 1.528, C35 1.523, H36 1.089, H37 1.092
32 C 0.81 -4.47 -0.28  C31 1.528, C33 1.523, H38 1.092, H39 1.089
33 C 1.10 -3.67 0.98  C32 1.523, O34 1.433, H40 1.095, H41 1.084
34 O 2.30 -4.22 1.54  C33 1.433, C35 1.429
35 C 2.61 -5.46 0.89  C31 1.523, O34 1.429, H42 1.095, H43 1.091
36 H 1.62 -6.46 -0.78  C31 1.089
37 H 0.67 -6.38 0.71  C31 1.092
38 H 1.36 -4.05 -1.13  C32 1.092
39 H -0.25 -4.48 -0.54  C32 1.089
40 H 0.30 -3.77 1.72  C33 1.095
41 H 1.26 -2.61 0.78  C33 1.084
42 H 3.48 -5.30 0.24  C35 1.095
43 H 2.87 -6.20 1.64  C35 1.091
44 C 0.70 1.85 -3.91  C45 1.526, C48 1.522, H49 1.088, H50 1.093
45 C 2.06 2.54 -3.78  C44 1.526, C46 1.523, H51 1.092, H52 1.089
46 C 2.08 3.41 -5.03  C45 1.523, O47 1.429, H53 1.096, H54 1.091
47 O 0.73 3.77 -5.30  C46 1.429, C48 1.428
48 C -0.15 2.97 -4.50  C44 1.522, O47 1.428, H55 1.097, H56 1.091
49 H 0.32 1.48 -2.96  C44 1.088
50 H 0.77 1.02 -4.61  C44 1.093
51 H 2.08 3.16 -2.88  C45 1.092
52 H 2.90 1.85 -3.73  C45 1.089
53 H 2.48 2.86 -5.89  C46 1.096
54 H 2.67 4.32 -4.90  C46 1.091
55 H -0.57 3.60 -3.71  C48 1.097
56 H -0.97 2.60 -5.12  C48 1.091



Entry 3:
Entry from OMol25: a cluster of 11 separate species, C45H94ClIN13O17 in total in a non-equilibrium geometry (ωB97M-V/def2-TZVPD).

## Properties
E: -122971.65089 eV
charge: +1
max |F|: 9.299 eV Å⁻¹

Last columns: bonded neighbours and bond lengths (Å).
Cartesian coordinates (Å):
1 C 1.43 2.40 3.06  C2 1.488, H38 1.178, H39 1.191
2 C 0.55 1.21 3.00  C1 1.488, C3 1.674, H40 1.173
3 C -0.64 1.01 1.83  C2 1.674, C4 1.631, H41 1.170, H42 1.198
4 C -0.96 -0.55 1.46  C3 1.631, O5 1.476, C36 1.627, H43 1.197
5 O -1.23 -0.59 0.01  C4 1.476, C6 1.460
6 C -2.62 -0.32 -0.32  O5 1.460, C7 1.674, O11 1.501, C14 1.649
7 C -2.95 1.29 -0.61  C6 1.674, C8 1.660, H44 1.194, H45 1.170
8 C -1.87 1.91 -1.71  C7 1.660, C9 1.664, H46 1.180, H47 1.173
9 C -2.53 2.02 -3.24  C8 1.664, I10 2.207, H48 1.180, H49 1.172
10 I -4.09 3.58 -3.27  C9 2.207
11 O -2.85 -0.97 -1.66  C6 1.501, N12 1.356
12 N -1.74 -1.69 -1.93  O11 1.356, O13 1.225
13 O -2.03 -2.67 -2.61  N12 1.225
14 C -3.73 -0.78 0.82  C6 1.649, C15 1.641, N21 1.548, H50 1.196
15 C -5.21 -1.03 0.16  C14 1.641, C16 1.674, H51 1.179, H52 1.194
16 C -6.44 -0.24 0.98  C15 1.674, O17 1.362, N18 1.512
17 O -7.19 -0.92 1.88  C16 1.362
18 N -6.83 1.20 0.75  C16 1.512, C19 1.512, C20 1.512
19 C -5.83 2.19 1.30  N18 1.512, H53 1.170, H54 1.171, H55 1.194
20 C -7.22 1.49 -0.69  N18 1.512, H56 1.193, H57 1.171, H58 1.194
21 N -3.22 -1.94 1.71  C14 1.548, C22 1.498, C32 1.545, C36 1.522
22 C -3.01 -3.18 0.90  N21 1.498, C23 1.625, H59 1.197, H60 1.197
23 C -1.52 -3.81 0.76  C22 1.625, C24 1.673, H61 1.197, H62 1.165
24 C -1.08 -4.83 2.01  C23 1.673, C25 1.674, H63 1.171, H64 1.168
25 C 0.24 -5.66 1.41  C24 1.674, C26 1.639, H65 1.193, H66 1.194
26 C 1.56 -5.57 2.39  C25 1.639, C27 1.672, H67 1.194, H68 1.170
27 C 2.84 -5.20 1.39  C26 1.672, C28 1.672, H69 1.172, H70 1.193
28 C 2.79 -3.60 0.90  C27 1.672, C29 1.641, H71 1.178, H72 1.172
29 C 4.31 -3.00 0.70  C28 1.641, O30 1.481, H73 1.184, H74 1.187
30 O 5.03 -2.98 2.00  C29 1.481, C31 1.489
31 C 5.69 -1.66 2.19  O30 1.489, H75 1.181, H76 1.175, H77 1.176
32 C -4.36 -2.28 2.70  N21 1.545, C33 1.654, H78 1.195, H79 1.195
33 C -3.88 -3.29 3.93  C32 1.654, O34 1.363, O35 1.502
34 O -3.65 -2.88 5.20  C33 1.363
35 O -3.77 -4.78 3.78  C33 1.502, H80 1.016
36 C -2.00 -1.36 2.41  C4 1.627, N21 1.522, Cl37 1.896, H81 1.195
37 Cl -2.44 -0.20 3.85  C36 1.896
38 H 2.59 2.22 3.11  C1 1.178
39 H 1.04 3.53 3.12  C1 1.191
40 H 0.63 0.37 3.81  C2 1.173
41 H -1.56 1.71 1.99  C3 1.170
42 H -0.11 1.45 0.85  C3 1.198
43 H 0.09 -1.11 1.58  C4 1.197
44 H -4.01 1.32 -1.16  C7 1.194
45 H -3.02 1.91 0.38  C7 1.170
46 H -1.56 3.00 -1.38  C8 1.180
47 H -0.88 1.29 -1.78  C8 1.173
48 H -3.08 1.01 -3.49  C9 1.180
49 H -1.74 2.29 -4.06  C9 1.172
50 H -3.88 0.21 1.48  C14 1.196
51 H -5.32 -0.65 -0.95  C15 1.179
52 H -5.51 -2.18 0.13  C15 1.194
53 H -5.25 1.74 2.21  C19 1.170
54 H -5.15 2.64 0.45  C19 1.171
55 H -6.46 3.11 1.72  C19 1.194
56 H -7.93 0.59 -1.03  C20 1.193
57 H -6.33 1.50 -1.44  C20 1.171
58 H -7.91 2.46 -0.78  C20 1.194
59 H -3.68 -4.10 1.28  C22 1.197
60 H -3.39 -3.06 -0.23  C22 1.197
61 H -1.59 -4.56 -0.17  C23 1.197
62 H -0.66 -3.09 0.48  C23 1.165
63 H -1.88 -5.67 2.22  C24 1.171
64 H -0.69 -4.27 2.95  C24 1.168
65 H 0.50 -5.25 0.32  C25 1.193
66 H -0.08 -6.79 1.24  C25 1.194
67 H 1.78 -6.69 2.75  C26 1.194
68 H 1.46 -4.84 3.30  C26 1.170
69 H 3.88 -5.46 1.88  C27 1.172
70 H 2.80 -5.82 0.38  C27 1.193
71 H 2.19 -3.47 -0.10  C28 1.178
72 H 2.23 -3.02 1.74  C28 1.172
73 H 4.18 -1.91 0.26  C29 1.184
74 H 4.88 -3.69 -0.08  C29 1.187
75 H 4.90 -0.79 2.31  C31 1.181
76 H 6.37 -1.50 1.24  C31 1.175
77 H 6.36 -1.75 3.15  C31 1.176
78 H -5.24 -2.90 2.17  C32 1.195
79 H -4.91 -1.30 3.10  C32 1.195
80 H -2.86 -5.00 4.18  O35 1.016
81 H -1.40 -2.21 2.99  C36 1.195
82 O 3.37 1.04 5.50  C83 1.226
83 C 2.99 1.24 6.65  O82 1.226, N84 1.361, C85 1.501
84 N 1.66 1.30 6.94  C83 1.361, H86 1.010, H87 1.012
85 C 3.93 1.45 7.80  C83 1.501, H88 1.093, H89 1.093, H90 1.094
86 H 1.30 1.46 7.87  N84 1.010
87 H 1.01 1.16 6.18  N84 1.012
88 H 4.56 2.32 7.60  C85 1.093
89 H 4.56 0.56 7.91  C85 1.093
90 H 3.39 1.61 8.74  C85 1.094
91 O -9.11 -1.68 -2.87  C92 1.226
92 C -8.68 -2.53 -2.10  O91 1.226, N93 1.361, C94 1.501
93 N -8.80 -2.38 -0.76  C92 1.361, H95 1.010, H96 1.012
94 C -8.01 -3.79 -2.57  C92 1.501, H97 1.093, H98 1.093, H99 1.094
95 H -8.47 -3.06 -0.08  N93 1.010
96 H -9.25 -1.55 -0.42  N93 1.012
97 H -7.12 -3.52 -3.15  C94 1.093
98 H -8.70 -4.35 -3.20  C94 1.093
99 H -7.70 -4.42 -1.73  C94 1.094
100 O -7.49 -5.99 1.03  C101 1.226
101 C -7.16 -6.48 2.10  O100 1.226, N102 1.361, C103 1.501
102 N -6.64 -5.71 3.09  C101 1.361, H104 1.010, H105 1.012
103 C -7.30 -7.94 2.41  C101 1.501, H106 1.093, H107 1.093, H108 1.094
104 H -6.35 -6.07 3.99  N102 1.010
105 H -6.53 -4.72 2.91  N102 1.012
106 H -6.71 -8.52 1.69  C103 1.093
107 H -8.36 -8.22 2.33  C103 1.093
108 H -6.95 -8.18 3.42  C103 1.094
109 O -4.18 1.64 -6.25  C110 1.226
110 C -4.12 2.07 -7.40  O109 1.226, N111 1.361, C112 1.501
111 N -4.31 3.39 -7.66  C110 1.361, H113 1.010, H114 1.012
112 C -3.83 1.19 -8.58  C110 1.501, H115 1.093, H116 1.093, H117 1.094
113 H -4.26 3.79 -8.59  N111 1.010
114 H -4.50 4.00 -6.88  N111 1.012
115 H -4.61 0.42 -8.65  C112 1.093
116 H -2.86 0.71 -8.45  C112 1.093
117 H -3.82 1.76 -9.52  C112 1.094
118 O 4.33 0.17 -0.09  C119 1.226
119 C 4.43 1.38 0.10  O118 1.226, N120 1.361, C121 1.501
120 N 3.40 2.10 0.61  C119 1.361, H122 1.010, H123 1.012
121 C 5.68 2.15 -0.21  C119 1.501, H124 1.093, H125 1.093, H126 1.094
122 H 3.43 3.09 0.78  N120 1.010
123 H 2.55 1.60 0.82  N120 1.012
124 H 5.91 2.06 -1.28  C121 1.093
125 H 6.51 1.75 0.38  C121 1.093
126 H 5.57 3.22 0.03  C121 1.094
127 O 2.46 5.85 3.84  C128 1.226
128 C 3.35 5.59 4.64  O127 1.226, N129 1.361, C130 1.501
129 N 3.97 6.57 5.35  C128 1.361, H131 1.010, H132 1.012
130 C 3.80 4.18 4.92  C128 1.501, H133 1.093, H134 1.093, H135 1.094
131 H 4.71 6.39 6.02  N129 1.010
132 H 3.68 7.52 5.18  N129 1.012
133 H 4.18 3.74 3.99  C130 1.093
134 H 2.96 3.60 5.29  C130 1.093
135 H 4.60 4.16 5.67  C130 1.094
136 O 8.67 2.32 0.21  C137 1.226
137 C 9.57 1.79 0.85  O136 1.226, N138 1.361, C139 1.501
138 N 9.79 2.12 2.15  C137 1.361, H140 1.010, H141 1.012
139 C 10.50 0.76 0.27  C137 1.501, H142 1.093, H143 1.093, H144 1.094
140 H 10.53 1.72 2.71  N138 1.010
141 H 9.18 2.82 2.56  N138 1.012
142 H 11.03 1.19 -0.59  C139 1.093
143 H 9.91 -0.10 -0.07  C139 1.093
144 H 11.23 0.42 1.00  C139 1.094
145 O 4.81 -2.23 -3.47  C146 1.226
146 C 3.72 -1.68 -3.48  O145 1.226, N147 1.361, C148 1.501
147 N 3.47 -0.61 -2.67  C146 1.361, H149 1.010, H150 1.012
148 C 2.59 -2.12 -4.36  C146 1.501, H151 1.093, H152 1.093, H153 1.094
149 H 2.58 -0.13 -2.64  N147 1.010
150 H 4.21 -0.30 -2.07  N147 1.012
151 H 2.33 -3.16 -4.12  C148 1.093
152 H 2.90 -2.05 -5.40  C148 1.093
153 H 1.70 -1.50 -4.22  C148 1.094
154 O -4.61 5.27 -9.58  C155 1.226
155 C -4.74 6.38 -10.07  O154 1.226, N156 1.361, C157 1.501
156 N -5.79 7.18 -9.74  C155 1.361, H158 1.010, H159 1.012
157 C -3.77 6.96 -11.06  C155 1.501, H160 1.093, H161 1.093, H162 1.094
158 H -5.94 8.10 -10.12  N156 1.010
159 H -6.46 6.81 -9.07  N156 1.012
160 H -3.73 6.31 -11.94  C157 1.093
161 H -2.78 7.01 -10.60  C157 1.093
162 H -4.06 7.96 -11.38  C157 1.094
163 O 12.73 2.46 -1.10  C164 1.226
164 C 12.83 3.67 -0.91  O163 1.226, N165 1.361, C166 1.501
165 N 11.80 4.39 -0.40  C164 1.361, H167 1.010, H168 1.012
166 C 14.08 4.44 -1.22  C164 1.501, H169 1.093, H170 1.093, H171 1.094
167 H 11.83 5.38 -0.23  N165 1.010
168 H 10.95 3.89 -0.18  N165 1.012
169 H 14.31 4.35 -2.28  C166 1.093
170 H 14.91 4.04 -0.63  C166 1.093
171 H 13.97 5.50 -0.98  C166 1.094